(1)
DFT (the ωB97M-V functional and the def2-TZVPD basis) results for C27H25N4O2Tl as an isolated structure.

Last column: Mulliken charge in e.
Element x y z (Å)
Tl (1.721, -0.515, -0.026)  1.4548
O (1.116, -1.103, 2.395)  -0.4996
C (0.262, -2.248, 2.476)  -0.7095
C (0.594, -3.286, 1.436)  0.9606
C (0.601, -4.639, 1.724)  -0.7545
C (0.806, -5.545, 0.693)  -0.2492
C (0.982, -5.075, -0.599)  -0.7720
C (1.009, -3.708, -0.803)  -0.0433
N (0.829, -2.840, 0.198)  -0.2401
H (1.905, -1.245, 2.936)  0.3250
H (-0.747, -1.881, 2.280)  0.2376
H (0.283, -2.678, 3.475)  0.4047
H (0.445, -4.977, 2.739)  0.3931
H (0.831, -6.607, 0.900)  0.4481
H (1.109, -5.750, -1.433)  0.4218
H (1.167, -3.291, -1.789)  0.4433
C (-5.629, 1.279, 3.547)  -1.4061
C (-5.384, 1.736, 2.139)  0.7962
C (-5.719, 3.023, 1.723)  -0.8332
C (-5.484, 3.441, 0.426)  -0.6219
C (-4.884, 2.586, -0.497)  0.2112
N (-4.683, 3.062, -1.806)  -0.0677
C (-3.943, 2.540, -2.845)  0.2658
O (-4.287, 2.631, -3.994)  -0.5977
N (-2.741, 1.898, -2.518)  -0.0861
C (-1.891, 2.092, -1.445)  -0.3153
C (-1.912, 3.224, -0.624)  0.0236
C (-1.017, 3.321, 0.424)  -0.9745
C (-0.101, 2.308, 0.644)  -0.1587
N (-0.070, 1.242, -0.155)  -0.3509
C (-0.933, 1.122, -1.167)  -0.0292
C (-4.541, 1.294, -0.093)  -0.0553
C (-4.796, 0.885, 1.204)  -0.8410
H (-6.254, 1.980, 4.095)  0.3606
H (-4.681, 1.181, 4.081)  0.2880
H (-6.103, 0.297, 3.564)  0.3626
H (-6.168, 3.710, 2.429)  0.3560
H (-5.756, 4.444, 0.119)  0.4218
H (-5.357, 3.739, -2.133)  0.2552
H (-2.378, 1.378, -3.304)  0.2344
H (-2.600, 4.032, -0.827)  0.5970
H (-1.009, 4.194, 1.061)  0.4470
H (0.617, 2.350, 1.451)  0.4670
H (-0.859, 0.231, -1.780)  0.4923
H (-4.123, 0.596, -0.805)  0.6194
H (-4.551, -0.129, 1.497)  0.4031
C (3.961, -0.686, 0.003)  -0.6284
C (4.993, -0.743, -0.671)  0.1957
C (6.320, -0.780, -1.135)  0.4729
C (6.965, -2.010, -1.359)  -0.3895
C (8.179, -2.025, -2.010)  -0.5378
C (8.776, -0.827, -2.398)  -0.3305
C (8.163, 0.396, -2.135)  -0.5588
C (6.952, 0.431, -1.479)  -0.3588
H (6.496, -2.930, -1.037)  0.4214
H (8.672, -2.965, -2.214)  0.4001
H (9.741, -0.846, -2.887)  0.4051
H (8.640, 1.317, -2.438)  0.4001
H (6.469, 1.372, -1.254)  0.4239

total charge: +2
2S+1: 1

=====

(2)
DFT (the ωB97M-V functional and the def2-TZVPD basis) results for a 2-piece molecular cluster, C10H14F2N2 overall.

Last column: Mulliken charge in e.
Element x y z (Å)
C (1.578, -0.958, 2.464)  0.6428
C (0.183, -1.006, 2.583)  -0.6230
C (-0.674, -0.494, 1.567)  -0.5162
C (-0.239, 0.021, 0.345)  0.8854
C (1.156, 0.145, 0.385)  -0.6261
C (2.001, -0.416, 1.283)  -0.5320
C (-0.443, 0.179, -2.228)  -0.6452
C (-0.279, -1.303, -2.525)  -0.2979
C (-2.144, 1.192, -0.717)  -0.7086
C (-1.383, 2.601, -0.896)  -0.2703
H (2.622, -2.767, 3.383)  0.2763
H (3.490, -0.931, 2.931)  0.3074
H (0.005, -1.609, 3.457)  0.3509
H (-1.739, -1.230, 1.593)  0.1257
H (1.670, 0.628, -0.500)  0.1600
H (3.021, -0.402, 1.130)  0.2954
H (-0.953, 0.784, -2.982)  0.5077
H (0.545, 0.833, -2.120)  0.2769
H (0.313, -1.424, -3.526)  0.2941
H (0.323, -1.998, -1.816)  0.1809
H (-2.500, 1.507, 0.242)  0.3047
H (-3.111, 1.037, -1.379)  0.3107
H (-0.673, 2.488, -0.058)  0.2274
H (-1.978, 3.515, -0.650)  0.3777
N (2.585, -1.218, 3.529)  -0.7498
N (-1.156, -0.029, -0.793)  0.0363
F (-1.496, -1.897, -2.566)  -0.2801
F (-0.725, 2.753, -2.136)  -0.3110

total charge: 0
2S+1: 1
energy relative to the best compared isomer or geometry (same formula, charge and spin): 609.3 kJ/mol

=====

(3)
DFT (the ωB97M-V functional and the def2-TZVPD basis) results for a 2-piece molecular cluster, C2H8N2O overall.

Last column: Mulliken charge in e.
Element x y z (Å)
C (4.593, -2.582, 2.558)  -0.4514
O (3.319, -1.917, 2.412)  -0.5096
H (5.250, -1.818, 2.956)  0.1937
H (4.857, -2.845, 1.536)  0.2431
H (4.647, -3.416, 3.262)  0.2252
N (-4.879, 1.528, -2.577)  -0.6141
C (-3.906, 2.226, -2.142)  0.0834
N (-2.532, 1.913, -1.905)  -0.4923
H (2.714, -2.470, 1.900)  0.2990
H (-5.335, 2.177, -3.222)  0.2662
H (-4.081, 3.292, -1.981)  0.2188
H (-2.213, 2.791, -1.519)  0.2799
H (-2.434, 1.120, -1.277)  0.2580

total charge: 0
2S+1: 1
energy relative to the best compared isomer or geometry (same formula, charge and spin): 262.7 kJ/mol
structure (SMILES): [H]/N=C/N.CO

=====

(4)
DFT (the ωB97M-V functional and the def2-TZVPD basis) results for one molecule with the formula C7H17NSi.

Last column: Mulliken charge in e.
Element x y z (Å)
C (-1.581, 1.257, -0.637)  -0.7599
C (-0.428, 2.154, -0.011)  -0.4746
C (-1.013, -0.162, -1.085)  -1.0866
C (0.433, 1.390, 1.026)  -1.0303
C (-0.297, -0.901, 0.031)  1.4480
C (-1.190, -1.189, 1.236)  -1.4539
C (0.310, -2.129, -0.520)  -1.9217
N (0.959, 0.124, 0.412)  0.3065
Si (2.554, 0.014, -0.155)  0.1865
H (-2.250, 1.128, 0.169)  0.3899
H (-1.932, 1.739, -1.611)  0.3199
H (0.147, 2.401, -0.919)  0.2767
H (-0.887, 3.050, 0.414)  0.3843
H (-1.913, -0.672, -1.294)  0.3567
H (-0.270, -0.194, -1.869)  0.4580
H (1.312, 1.910, 1.113)  0.5384
H (-0.099, 1.370, 1.955)  0.2993
H (-0.608, -1.856, 2.000)  0.3299
H (-2.101, -1.675, 0.901)  0.3596
H (-1.451, -0.247, 1.894)  0.2538
H (-0.399, -2.847, -0.906)  0.3994
H (0.859, -2.628, 0.361)  0.3677
H (0.980, -1.986, -1.377)  0.4784
H (2.202, -0.372, -1.427)  -0.1404
H (3.351, -0.918, 0.664)  -0.1281
H (3.312, 1.238, -0.368)  -0.1575

total charge: 0
2S+1: 1
energy relative to the best compared isomer or geometry (same formula, charge and spin): 226.5 kJ/mol
structure (SMILES): CC1(C)CCCCN1[SiH3]

=====

Number 1: DFT total energy -43135.8811 eV, frontier orbital gap 3.69 eV, HOMO energy -12.56 eV. Number 2: DFT total energy -19005.1783 eV, frontier orbital gap 8.34 eV, HOMO energy -8.32 eV. Number 3: DFT total energy -7229.6052 eV, frontier orbital gap 10.28 eV, HOMO energy -9.39 eV. Number 4: DFT total energy -16900.6953 eV, frontier orbital gap 9.20 eV, HOMO energy -8.30 eV.